DFT (the ωB97M-V functional and the def2-TZVPD basis) results for a cluster of 2 separate species, C3H11N2S in total at a distorted geometry.

The geometry in XYZ format:
```
17
Properties=species:S:1:pos:R:3:forces:R:3
H -2.485088 0.137304 0.865187 -0.5 -0.8 -0.4
C -1.233408 -0.730373 -1.982551 1.1 1.6 1.6
C -2.157096 0.956499 0.226012 1.0 1.1 1.5
N 1.385612 0.577630 1.884955 3.9 -1.1 -1.8
H 1.110855 -0.990037 -0.257132 1.0 0.0 0.7
H -2.204315 -1.075117 -1.962419 -2.6 -0.4 1.3
H -1.861092 1.676598 1.123183 -0.8 -0.5 -2.5
H -2.867817 1.192552 -0.606183 0.2 0.3 1.2
H 2.757899 -0.938241 -0.662301 0.2 -0.2 0.4
H 3.467332 0.033652 1.172773 -0.5 1.2 1.0
H -0.653265 -1.610167 -1.901912 1.3 -0.6 -0.5
H -1.268060 -0.125183 -2.851646 1.1 0.5 -1.2
H 0.438827 0.407840 1.539211 0.6 0.2 1.4
H 1.781982 0.770756 2.810780 -1.4 0.5 0.0
S -0.650610 0.426891 -0.552466 -2.1 -0.8 -1.7
C 2.372350 0.085346 1.084637 -2.5 -3.1 -1.6
N 2.065893 -0.795954 0.069867 0.0 2.0 0.6
```
Forces are in eV/Å.

Summary:
* HOMO energy (alpha / beta): -19.8427 / -19.8412 eV
* relative energy (zero: lowest compared OMol25 entry of this formula, charge and spin): 2.244 eV
* ⟨S²⟩: 0.75
* spin multiplicity: 2
* net charge: +2

Results of the Mulliken charge analysis, in e, for atoms 1 through 2:
1. H 0.4071
2. C -0.9118

---

DFT (the ωB97M-V functional and the def2-TZVPD basis) results for a structure of composition C8H17OP2Ru at a distorted geometry.

The geometry in XYZ format:
```
29
Properties=species:S:1:pos:R:3:forces:R:3
C 2.510158 -4.231392 -0.061218 0.4 -0.1 -1.1
H 0.583734 2.108620 2.540920 0.5 0.1 1.5
H 1.836256 1.845056 0.404795 -0.3 -0.1 -0.6
H 3.485389 -1.421526 1.141563 0.1 -0.5 -0.2
C -0.181699 1.495018 -0.672604 0.6 1.6 0.9
H 0.192046 1.447906 -1.739772 -1.2 0.3 1.4
Ru -0.453718 -0.297980 0.391323 1.9 -3.1 3.2
H 2.610968 -4.252029 1.015329 0.3 0.3 0.2
H -1.809642 1.596314 2.430315 -1.1 0.0 -1.0
C 0.078197 1.861009 1.665816 0.6 -0.4 -2.9
H -2.411282 1.488398 -0.594228 0.0 -0.2 0.9
P -1.198097 -1.208324 -1.542191 -2.1 -1.5 -3.2
H 3.215773 -0.351232 -0.171126 0.0 -0.3 -0.5
H 1.049911 -2.516404 -2.756563 0.8 -0.4 0.3
C -1.520690 1.407977 0.034743 0.2 2.2 -1.2
H 3.393591 -4.626044 -0.564121 0.0 -0.3 0.2
C -1.279655 1.619984 1.478246 0.1 -0.1 -0.4
C 3.475660 -1.392833 0.045267 0.2 -0.4 0.1
H 1.643249 -4.870170 -0.270723 0.1 0.4 -0.3
H -2.574158 -0.841081 -1.819877 0.9 -0.1 0.0
C 2.019197 -2.158214 -2.355236 0.7 -0.5 -0.4
H -0.564682 -0.599699 -2.725240 -0.7 -0.8 0.8
H 1.958802 -1.056759 -2.495100 0.5 -0.6 0.3
H 2.904042 -2.615812 -2.883377 -1.0 0.7 0.0
H 4.433641 -1.690342 -0.374919 0.3 0.4 0.2
O 0.927121 -2.175876 0.124585 -0.8 0.8 0.4
P 2.223822 -2.525376 -0.583964 -1.7 0.9 1.1
C 0.752705 1.731555 0.409038 0.1 0.5 0.4
H -1.383433 -2.638468 -1.909386 0.4 1.3 0.0
```
Forces are in eV/Å.

Summary:
* HOMO energy (alpha / beta): -9.6279 / -12.9892 eV
* ⟨S²⟩: 6.02
* spin multiplicity: 5
* net charge: +1

Results of the Mulliken charge analysis, in e, for atoms 1 through 2:
1. C -1.1051
2. H 0.4967

---

DFT (the ωB97M-V functional and the def2-TZVPD basis) results for a structure of composition C32H32N8OTi.

The geometry in XYZ format:
```
74
Properties=species:S:1:pos:R:3:forces:R:3
N -2.228504 3.676106 0.245885 -0.1 -0.3 0.1
H -1.592573 -2.988694 3.756028 0.0 0.0 0.0
H -5.471397 2.589510 -2.797314 0.0 0.0 0.0
H -2.449878 6.147099 3.392101 0.0 0.0 0.0
H -3.923536 2.941948 -4.686567 0.0 0.0 0.0
H -1.078246 -0.756667 -5.674707 0.0 0.0 0.0
N -1.041094 -1.433296 0.032871 0.1 0.0 0.0
H 0.481357 1.091976 -5.100954 0.0 0.0 0.0
C -4.010804 3.067524 -1.307543 0.1 -0.1 0.0
C 2.558063 -1.116806 -0.163905 0.1 -0.1 0.0
H 2.650961 0.847934 2.856185 0.0 0.0 0.0
C -2.376824 -2.894248 -1.266396 0.0 0.1 0.0
C -1.515705 -1.814024 -1.167118 0.0 -0.2 0.0
N 5.626112 1.492556 0.007477 0.0 0.0 0.0
H -1.597103 3.654098 -4.275990 0.0 0.0 0.0
H 2.340875 1.464872 -2.670630 0.0 0.0 0.0
N 0.103015 -0.510694 2.224283 0.0 0.0 -0.2
Ti 0.135187 0.276907 0.159993 -0.6 0.4 0.0
H -3.398950 -4.420422 -0.165664 0.0 0.0 0.0
N -2.837635 4.542194 1.114392 0.2 0.1 -0.1
C -0.935001 -2.142042 3.633546 0.0 0.0 -0.1
C 0.042414 0.475356 -4.328596 0.0 0.0 0.0
C -2.259643 3.465800 -3.441340 0.0 0.0 0.0
H 1.692047 1.799505 3.978029 0.0 0.0 0.0
H 1.744163 -1.835079 -0.223613 0.0 0.0 0.0
C -0.722941 -1.574094 2.394803 0.0 0.0 0.1
C -2.220267 -3.177185 1.118792 0.0 0.1 0.0
H 2.999468 2.104526 0.238920 0.0 0.0 0.0
C 3.883303 -1.517153 -0.282354 -0.1 0.0 0.0
C -1.368572 -1.314699 -3.618822 0.0 0.0 0.0
H 1.107780 2.234674 -1.652384 0.0 0.0 0.0
C -0.823169 -0.548290 -4.644210 0.0 0.0 0.0
H -2.765723 -3.216654 -2.219789 0.0 0.0 0.0
H -3.583482 5.719684 -0.434963 0.0 0.0 0.0
C 0.728056 0.016894 3.288644 0.0 0.0 0.0
C -1.551898 3.192787 2.313314 0.0 0.0 -0.1
H 1.074037 -0.077125 5.399100 0.0 0.0 0.0
N 4.880916 -0.660000 -0.222262 0.1 0.0 0.0
C -2.825995 5.128693 3.507238 0.0 0.0 0.0
H -2.428466 4.721694 4.432692 0.0 0.0 0.0
C 4.599950 0.638353 -0.042906 -0.1 0.0 0.0
C -1.813610 3.669957 -2.143208 -0.1 0.1 0.0
C -1.365386 -2.088639 1.162900 -0.1 -0.1 -0.1
H -1.072776 2.721228 3.152377 0.0 0.0 0.0
H -2.487200 -3.720370 2.011966 0.0 0.0 0.0
H 5.507183 2.480882 0.141662 0.0 0.0 0.0
C 0.552626 -0.519311 4.561513 0.0 0.0 0.0
H -4.539966 5.762342 1.054150 0.0 0.0 0.0
N -0.153467 -0.024023 -2.009626 0.0 -0.1 0.2
H -0.814710 4.035573 -1.940887 0.0 0.0 0.0
N 2.267906 0.179289 0.022587 0.1 0.0 0.0
H 1.235250 2.640628 -3.363735 0.0 0.0 0.0
C -0.278883 -1.605344 4.735883 0.0 0.0 0.0
C -3.531084 5.746104 0.648349 -0.1 -0.1 0.0
H -4.679141 2.916383 -0.469126 0.0 0.0 0.0
C 1.311243 1.827437 -2.643809 0.0 0.0 0.0
H -0.423221 -2.035816 5.717854 0.0 0.0 0.0
H -2.981714 6.629919 0.965658 0.0 0.0 0.0
H -3.912316 5.177711 3.586599 0.0 0.0 0.0
C -2.697148 3.460010 -1.096221 0.1 0.1 0.0
C -3.571585 3.073385 -3.672129 0.0 0.0 0.0
C -1.013044 -1.028972 -2.318486 0.0 0.0 -0.1
C 1.638053 1.188800 3.078565 0.0 0.0 0.0
C -4.446409 2.879175 -2.610950 0.0 0.0 0.0
C -1.470528 2.825707 0.978490 -0.3 0.0 0.0
C -2.730307 -3.571574 -0.109213 0.0 0.0 0.0
H 4.133742 -2.560892 -0.429485 0.0 0.0 0.0
H 1.299673 1.827048 2.259025 0.0 0.0 0.0
C -2.412964 4.286342 2.357112 0.0 0.0 0.0
H 6.561655 1.128331 -0.086817 0.0 0.0 0.0
C 0.362226 0.724614 -2.995351 0.0 0.0 0.0
H -2.048618 -2.120402 -3.848254 0.0 0.0 0.0
C 3.255019 1.063674 0.085897 0.0 -0.1 0.0
O -0.877293 1.806982 0.397546 0.5 -0.1 0.1
```
Forces are in eV/Å.

Summary:
* HOMO energy (alpha / beta): -16.4079 / -16.3811 eV
* relative energy (zero: lowest compared OMol25 entry of this formula, charge and spin): 0.000 eV
* ⟨S²⟩: 0.75
* spin multiplicity: 2
* net charge: +3

Results of the Mulliken charge analysis, in e, for atoms 1 through 2:
1. N 0.6870
2. H 0.4614

---

DFT (the ωB97M-V functional and the def2-TZVPD basis) results for the ion C9H7N4 with charge +1 at a distorted geometry.

The geometry in XYZ format:
```
20
Properties=species:S:1:pos:R:3:forces:R:3
C -0.532084 -1.519608 -0.651535 -1.9 3.1 0.5
C -2.198905 -1.584506 -0.633187 2.0 3.8 0.6
N 2.380102 0.321614 0.776314 -1.1 -0.1 2.1
H -2.726503 -2.637971 -0.742416 1.3 2.5 0.2
C -3.090494 -0.202348 -0.415299 4.1 0.1 -0.2
C 1.546778 0.327007 2.073335 -7.1 -2.1 4.9
N 3.757348 0.455598 0.697851 -3.9 -0.7 -5.4
H 0.085979 -2.511215 -0.788011 -1.4 2.3 0.3
H -0.463594 -0.220721 3.652037 2.7 1.1 -1.5
C 2.765320 0.130064 -1.525039 0.5 0.9 7.4
H -0.182775 2.348118 -0.142920 -1.1 -2.5 -0.4
N 1.722814 0.131351 -0.429009 1.4 -0.5 -2.5
C -2.358041 1.285175 -0.259327 2.6 -4.4 -0.4
C 0.224353 -0.070279 -0.474730 -5.4 0.2 0.0
C 0.466786 0.112433 2.982238 7.5 0.9 -7.5
N 4.005581 0.363443 -0.691110 -3.2 -0.6 0.0
H -3.021019 2.258035 -0.101861 1.8 -2.3 -0.4
C -0.713390 1.296836 -0.284936 -1.8 -2.2 -0.2
H -4.262280 -0.267031 -0.369071 2.6 0.1 -0.2
H 2.594025 -0.015995 -2.673323 0.4 0.4 2.6
```
Forces are in eV/Å.

Summary:
* HOMO energy: -12.6196 eV
* relative energy (zero: lowest compared OMol25 entry of this formula, charge and spin): 14.866 eV
* spin multiplicity: 1
* net charge: +1

Results of the Mulliken charge analysis, in e, for atoms 1 through 2:
1. C -0.2370
2. C -0.3891

---

DFT (the ωB97M-V functional and the def2-TZVPD basis) results for a cluster of 3 separate species, C2H10NO2 in total at a distorted geometry.

The geometry in XYZ format:
```
15
Properties=species:S:1:pos:R:3:forces:R:3
H 1.277856 -1.601351 -0.215984 -0.2 0.1 0.1
H -0.648285 1.375372 -2.093078 -1.2 -0.3 0.1
H 2.455504 0.998697 1.715747 -0.1 -0.8 -0.5
H -0.574747 0.037406 -0.012554 0.2 0.8 -0.3
O -1.391888 0.150720 1.375829 0.6 0.0 0.3
H -0.170061 -0.185210 -2.976842 -0.3 -0.1 -0.1
H 0.700085 -1.881862 -1.907705 0.5 0.3 0.3
H 1.551445 1.940820 2.231229 -0.9 0.2 0.0
C -0.504018 0.296041 -2.063668 2.2 0.9 0.3
O 1.493480 1.126091 1.711295 0.9 0.6 0.4
H -2.222881 0.602969 1.502056 -0.5 0.1 0.0
N -0.194193 -0.252162 -0.959147 -0.5 -1.0 0.1
H -0.374561 -2.295839 -0.682660 0.3 0.1 0.8
C 0.427065 -1.579691 -0.889196 -0.9 -0.7 -1.5
H -0.821592 0.461621 2.098206 0.0 -0.2 -0.2
```
Forces are in eV/Å.

Summary:
* HOMO energy: -15.5588 eV
* relative energy (zero: lowest compared OMol25 entry of this formula, charge and spin): 0.946 eV
* spin multiplicity: 1
* net charge: +1

Results of the Mulliken charge analysis, in e, for atoms 1 through 2:
1. H 0.2722
2. H 0.2951

---

DFT (the ωB97M-V functional and the def2-TZVPD basis) results for a cluster of 2 separate species, C9H14 in total at a distorted geometry.

The geometry in XYZ format:
```
23
Properties=species:S:1:pos:R:3:forces:R:3
H -1.544164 1.187526 -2.391788 -0.7 -0.5 -0.3
C 0.301484 2.331193 -2.857835 -0.3 -3.2 -0.8
C -0.283424 -1.266679 1.875623 -0.6 -1.8 -3.9
H -1.843261 -0.235177 3.068554 0.3 -2.2 -1.4
C -1.129143 2.153268 -2.249993 2.2 3.2 2.8
H 2.755028 0.265918 1.398648 -0.5 0.0 0.6
H -1.789336 3.065210 -2.333469 0.4 -1.3 -0.5
H 0.907845 2.733455 -2.083485 0.9 0.1 0.5
H 0.740174 -2.482643 -1.065545 0.3 -0.6 -1.4
C -1.633709 -1.268431 2.490003 0.8 3.2 3.5
C -0.287063 -2.188767 0.717883 4.6 5.5 2.2
H 0.634806 1.210327 -3.114421 -0.2 2.6 0.5
C 0.756460 -0.356206 2.048612 -2.6 0.2 4.9
C 1.850881 -0.332508 1.283145 1.8 0.1 -3.8
H -0.748628 2.280912 -1.143965 -1.7 -0.9 -1.5
H -1.751176 -2.027999 3.234926 -0.1 -0.6 0.6
H 2.603124 -0.877121 -0.694520 -0.3 0.0 0.1
H -0.844125 -3.029084 0.883634 -1.7 -2.0 -0.9
H 0.486911 2.956785 -3.714072 -0.5 0.1 -0.6
C 1.781314 -0.988029 0.009803 0.2 0.4 1.9
C 0.755455 -1.879948 -0.206684 -1.6 -1.6 0.9
H 0.623121 0.167266 3.096887 0.8 -0.5 -2.3
H -2.342572 -1.419268 1.748059 -1.5 0.0 -1.2
```
Forces are in eV/Å.

Summary:
* HOMO energy: -8.6652 eV
* relative energy (zero: lowest compared OMol25 entry of this formula, charge and spin): 2.632 eV
* spin multiplicity: 1
* net charge: 0

Results of the Mulliken charge analysis, in e, for atoms 1 through 2:
1. H 0.2738
2. C -0.7372